Record 1
The following is a DFT calculation (ωB97M-V with the def2-TZVPD basis set) of the molecule C3H4ClFO at a distorted geometry.

Values from the calculation:
charge = 0
max |F| = 3.05 eV Å⁻¹
ΔE to the lowest compared entry with this formula, charge and spin = 1.0593 eV
total energy = -751.95204 Eh
SMILES = CO/C=C(/F)Cl
highest occupied orbital energy = -0.322 Eh

XYZ file:
```
10
C3H4ClFO (ωB97M-V with the def2-TZVPD basis set)
C 2.754 -0.121 0.206
O 1.472 -0.316 -0.298
C 0.625 0.695 -0.130
C -0.709 0.479 0.004
F -1.606 1.486 0.060
Cl -1.387 -1.096 0.032
H 2.722 0.143 1.247
H 3.224 0.681 -0.361
H 3.306 -1.038 0.036
H 0.986 1.677 -0.101
```



Record 2
The following is a DFT calculation (ωB97M-V with the def2-TZVPD basis set) of a cluster of 2 separate species, C3H4ClN in total at a distorted geometry.

Values from the calculation:
charge = 0
max |F| = 4.12 eV Å⁻¹
ΔE to the lowest compared entry with this formula, charge and spin = 5.2658 eV
total energy = -631.44410 Eh
highest occupied orbital energy = -0.326 Eh

XYZ file:
```
9
C3H4ClN (ωB97M-V with the def2-TZVPD basis set)
C 1.615 0.259 0.938
C 1.768 0.800 -0.112
C -0.525 -0.535 -0.917
N -1.344 -0.765 -0.055
Cl -3.071 0.208 0.183
H 1.276 -0.190 1.814
H 2.205 1.478 -0.946
H -0.551 0.314 -1.468
H -1.372 -1.568 0.562
```



Record 3
The following is a DFT calculation (ωB97M-V with the def2-TZVPD basis set) of a cluster of 2 separate species, C3H4ClN in total at a distorted geometry.

Values from the calculation:
charge = 0
max |F| = 5.06 eV Å⁻¹
ΔE to the lowest compared entry with this formula, charge and spin = 3.9213 eV
total energy = -631.49351 Eh
highest occupied orbital energy = -0.326 Eh

XYZ file:
```
9
C3H4ClN (ωB97M-V with the def2-TZVPD basis set)
C 0.091 1.390 -0.742
C -0.057 -1.325 0.526
C -0.870 0.650 -0.164
N 1.135 -1.237 0.337
Cl -2.551 1.119 0.204
H 0.145 2.487 -1.031
H 1.050 0.664 -0.704
H -0.789 -1.829 1.058
H 1.846 -1.919 0.516
```



Record 4
The following is a DFT calculation (ωB97M-V with the def2-TZVPD basis set) of the molecule C3H4ClNO at a distorted geometry.

Values from the calculation:
charge = 0
max |F| = 4.75 eV Å⁻¹
ΔE to the lowest compared entry with this formula, charge and spin = 2.9233 eV
total energy = -706.79426 Eh
SMILES = C=C(Cl)/C=N/O
highest occupied orbital energy = -0.323 Eh

XYZ file:
```
10
C3H4ClNO (ωB97M-V with the def2-TZVPD basis set)
C -1.133 1.279 -0.027
C -1.118 -0.094 0.029
Cl -2.606 -0.958 -0.006
C 0.187 -0.737 -0.089
N 1.305 -0.010 -0.049
O 2.298 -0.940 0.034
H -2.038 1.762 0.283
H -0.311 1.876 -0.233
H 0.354 -1.824 -0.106
H 3.062 -0.354 0.166
```



Record 5
The following is a DFT calculation (ωB97M-V with the def2-TZVPD basis set) of the molecule C3H4ClNO at a distorted geometry.

Values from the calculation:
charge = 0
max |F| = 4.53 eV Å⁻¹
ΔE to the lowest compared entry with this formula, charge and spin = 1.3133 eV
total energy = -706.85343 Eh
SMILES = O=CN/C=C/Cl
highest occupied orbital energy = -0.331 Eh

XYZ file:
```
10
C3H4ClNO (ωB97M-V with the def2-TZVPD basis set)
O 1.899 -1.523 0.055
C 1.004 -1.932 -0.675
N -0.083 -1.187 -1.204
C -0.610 -0.107 -0.528
C -0.026 0.623 0.373
Cl -0.960 1.964 0.937
H 1.029 -2.938 -1.271
H -0.854 -1.922 -1.624
H -1.747 -0.040 -0.800
H 1.067 0.499 0.732
```



Record 6
The following is a DFT calculation (ωB97M-V with the def2-TZVPD basis set) of the molecule C3H4ClNO2S at a distorted geometry.

Values from the calculation:
charge = 0
max |F| = 6.53 eV Å⁻¹
ΔE to the lowest compared entry with this formula, charge and spin = 2.4306 eV
total energy = -1180.19974 Eh
SMILES = S=C1NO[C@@H](CCl)O1
highest occupied orbital energy = -0.330 Eh

XYZ file:
```
12
C3H4ClNO2S (ωB97M-V with the def2-TZVPD basis set)
S -2.626 1.484 1.571
C -1.053 1.286 0.868
N 0.007 0.809 1.656
O 0.973 0.080 0.847
C 0.625 0.292 -0.560
C 0.451 -1.257 -1.189
Cl -0.697 -2.281 -0.384
O -0.638 1.072 -0.575
H 0.001 0.451 2.544
H 1.419 0.813 -1.157
H 0.068 -1.140 -2.248
H 1.472 -1.608 -1.374
```



Record 7
The following is a DFT calculation (ωB97M-V with the def2-TZVPD basis set) of the molecule C3H4ClNO2S at a distorted geometry.

Values from the calculation:
charge = 0
2S+1 = 3
max |F| = 5.85 eV Å⁻¹
ΔE to the lowest compared entry with this formula, charge and spin = 1.8069 eV
total energy = -1180.14038 Eh
highest occupied orbital energy (alpha / beta) = -0.280 / -0.366 Eh

XYZ file:
```
12
C3H4ClNO2S (ωB97M-V with the def2-TZVPD basis set)
C -1.630 -0.456 -0.308
C -0.266 0.414 -0.412
C 2.135 0.396 0.434
N 0.927 -0.202 -0.223
O -0.346 1.614 -0.595
O -4.064 -0.524 0.105
S -3.000 0.449 -0.231
Cl 0.830 -1.933 -0.296
H -1.779 -1.474 -0.169
H 2.953 -0.229 0.233
H 2.132 1.519 0.016
H 2.108 0.425 1.445
```



Record 8
The following is a DFT calculation (ωB97M-V with the def2-TZVPD basis set) of the molecule C3H4ClNS at a distorted geometry.

Values from the calculation:
charge = 0
max |F| = 3.22 eV Å⁻¹
ΔE to the lowest compared entry with this formula, charge and spin = 4.1825 eV
total energy = -1029.67634 Eh
highest occupied orbital energy (alpha / beta) = -0.327 / -0.325 Eh

XYZ file:
```
10
C3H4ClNS (ωB97M-V with the def2-TZVPD basis set)
C -1.270 -0.514 -0.029
C -0.105 0.495 0.131
C 1.222 -0.044 -0.247
N -1.327 -1.674 -0.429
S 1.705 -1.539 0.591
Cl -2.856 0.256 0.545
H -0.456 1.378 -0.591
H -0.018 0.969 1.177
H 1.242 -0.113 -1.302
H 1.863 0.785 0.153
```